DFT (the ωB97M-V functional and the def2-TZVPD basis) results for the ion C20H23N2S2 with charge +1 at a distorted geometry.

## Properties
E_HOMO = -11.4 eV
orbital gap = 8.0 eV
multiplicity = 1
ΔE to the lowest compared entry with this formula, charge and spin = 1.283 eV
SMILES = Cn1c(CC2(c3ccccc3)SCCCS2)[n+](C)c2ccccc21
LUMO = -3.4 eV
charge = +1
max |F| = 1.90 eV/Å

Last columns: bonded neighbours and bond lengths (Å).
Geometry (Å):
1 C 1.207 -1.416 3.247  N2 1.471, H25 1.085, H26 1.081, H27 1.093
2 N 0.186 -1.810 2.265  C1 1.471, C3 1.363, C24 1.398
3 C 0.133 -2.970 1.551  N2 1.363, C4 1.489, N17 1.378
4 C 1.108 -4.091 1.635  C3 1.489, C5 1.779, H28 1.107, H29 1.103
5 C 1.331 -5.560 2.613  C4 1.779, C6 1.547, S12 1.788, S16 1.757
6 C 2.616 -5.422 3.463  C5 1.547, C7 1.394, C11 1.404
7 C 2.537 -4.653 4.624  C6 1.394, C8 1.395, H30 1.102
8 C 3.689 -4.180 5.251  C7 1.395, C9 1.396, H31 1.095
9 C 4.956 -4.522 4.774  C8 1.396, C10 1.401, H32 1.077
10 C 5.043 -5.385 3.674  C9 1.401, C11 1.403, H33 1.096
11 C 3.884 -5.840 3.028  C6 1.404, C10 1.403, H34 1.106
12 S 1.684 -6.979 1.585  C5 1.788, C13 1.784
13 C 0.105 -7.525 0.957  S12 1.784, C14 1.529, H35 1.096, H36 1.104
14 C -0.962 -7.763 2.026  C13 1.529, C15 1.526, H37 1.102, H38 1.092
15 C -1.326 -6.455 2.722  C14 1.526, S16 1.793, H39 1.096, H40 1.104
16 S -0.066 -5.608 3.677  C5 1.757, C15 1.793
17 N -0.821 -2.735 0.584  C3 1.378, C18 1.454, C19 1.412
18 C -1.109 -3.502 -0.618  N17 1.454, H41 1.085, H42 1.096, H43 1.085
19 C -1.559 -1.575 0.909  N17 1.412, C20 1.387, C24 1.382
20 C -2.829 -1.166 0.527  C19 1.387, C21 1.398, H44 1.086
21 C -3.448 -0.144 1.253  C20 1.398, C22 1.404, H45 1.091
22 C -2.793 0.450 2.344  C21 1.404, C23 1.396, H46 1.090
23 C -1.516 0.025 2.712  C22 1.396, C24 1.390, H47 1.086
24 C -0.910 -0.990 1.980  N2 1.398, C19 1.382, C23 1.390
25 H 0.828 -0.551 3.781  C1 1.085
26 H 1.368 -2.243 3.924  C1 1.081
27 H 2.151 -1.135 2.775  C1 1.093
28 H 1.097 -4.722 0.725  C4 1.107
29 H 2.053 -3.678 2.026  C4 1.103
30 H 1.556 -4.460 5.085  C7 1.102
31 H 3.585 -3.524 6.122  C8 1.095
32 H 5.845 -4.122 5.232  C9 1.077
33 H 6.025 -5.700 3.302  C10 1.096
34 H 3.999 -6.578 2.213  C11 1.106
35 H -0.229 -6.799 0.207  C13 1.096
36 H 0.324 -8.488 0.465  C13 1.104
37 H -1.867 -8.175 1.552  C14 1.102
38 H -0.604 -8.492 2.756  C14 1.092
39 H -1.763 -5.733 2.024  C15 1.096
40 H -2.044 -6.683 3.529  C15 1.104
41 H -2.055 -3.151 -1.016  C18 1.085
42 H -0.345 -3.373 -1.392  C18 1.096
43 H -1.172 -4.552 -0.355  C18 1.085
44 H -3.331 -1.647 -0.307  C20 1.086
45 H -4.445 0.208 0.988  C21 1.091
46 H -3.302 1.243 2.891  C22 1.090
47 H -1.002 0.455 3.567  C23 1.086

=====

DFT (the ωB97M-V functional and the def2-TZVPD basis) results for the molecule C2H3FOS at a distorted geometry.

## Properties
E_HOMO = -9.2 eV
orbital gap = 9.2 eV
multiplicity = 1
ΔE to the lowest compared entry with this formula, charge and spin = 2.065 eV
SMILES = OC(=S)CF
LUMO = -0.1 eV
max |F| = 4.70 eV/Å

Last columns: bonded neighbours and bond lengths (Å).
Geometry (Å):
1 O -1.293 1.295 0.086  C2 1.338, H6 0.921
2 C -0.413 0.340 -0.236  O1 1.338, S3 1.538, C4 1.528
3 S -0.605 -1.166 0.005  C2 1.538
4 C 1.015 0.853 -0.051  C2 1.528, F5 1.359, H7 1.245, H8 1.193
5 F 1.757 -0.277 0.094  C4 1.359
6 H -2.065 0.793 0.087  O1 0.921
7 H 1.686 1.385 -0.954  C4 1.245
8 H 0.989 1.454 0.979  C4 1.193

=====

DFT (the ωB97M-V functional and the def2-TZVPD basis) results for the molecule C6H13N3O2S at a distorted geometry.

## Properties
E_HOMO = -8.3 eV
orbital gap = 8.8 eV
multiplicity = 1
ΔE to the lowest compared entry with this formula, charge and spin = 0.952 eV
SMILES = NC(=S)NCCC[C@@H](N)C(=O)O
LUMO = 0.5 eV
max |F| = 4.30 eV/Å

Last columns: bonded neighbours and bond lengths (Å).
Geometry (Å):
1 N 1.771 1.974 0.893  C2 1.422, H13 1.072, H14 1.013
2 C 0.480 2.221 0.351  N1 1.422, S3 1.634, N4 1.346
3 S -0.678 3.002 1.201  C2 1.634
4 N 0.350 1.686 -0.876  C2 1.346, C5 1.465, H15 1.028
5 C -0.885 1.382 -1.605  N4 1.465, C6 1.571, H16 1.088, H17 1.137
6 C -1.041 -0.179 -1.528  C5 1.571, C7 1.500, H18 1.137, H19 1.133
7 C -1.340 -0.931 -0.265  C6 1.500, C8 1.504, H20 1.155, H21 1.128
8 C -0.129 -0.945 0.627  C7 1.504, N9 1.538, C10 1.621, H22 1.074
9 N -0.268 -1.869 1.849  C8 1.538, H23 1.048, H24 1.047
10 C 1.284 -1.437 0.003  C8 1.621, O11 1.246, O12 1.348
11 O 2.125 -0.796 -0.657  C10 1.246
12 O 1.513 -2.747 0.220  C10 1.348, H25 0.976
13 H 1.907 2.542 1.792  N1 1.072
14 H 2.242 1.118 0.626  N1 1.013
15 H 1.148 1.044 -0.969  N4 1.028
16 H -1.672 1.849 -1.019  C5 1.088
17 H -0.752 1.812 -2.649  C5 1.137
18 H -1.902 -0.366 -2.246  C6 1.137
19 H -0.176 -0.646 -2.092  C6 1.133
20 H -2.252 -0.472 0.275  C7 1.155
21 H -1.594 -2.013 -0.465  C7 1.128
22 H 0.100 0.079 0.856  C8 1.074
23 H 0.149 -1.423 2.700  N9 1.048
24 H -1.298 -1.976 2.003  N9 1.047
25 H 0.916 -2.909 0.975  O12 0.976

=====

DFT (the ωB97M-V functional and the def2-TZVPD basis) results for the ion C17H27N4O with charge +1 at a distorted geometry.

## Properties
E_HOMO = -11.7 eV
orbital gap = 9.3 eV
multiplicity = 1
SMILES = CC(C)[NH+](CCNCc1nnc(-c2ccccc2)o1)C(C)C
LUMO = -2.4 eV
charge = +1
max |F| = 1.28 eV/Å

Last columns: bonded neighbours and bond lengths (Å).
Geometry (Å):
1 C -2.578 -0.092 -2.490  C2 1.526, H23 1.086, H24 1.086, H25 1.087
2 C -2.956 -1.094 -1.402  C1 1.526, C3 1.526, N4 1.505, H26 1.094
3 C -2.100 -2.343 -1.590  C2 1.526, H27 1.086, H28 1.088, H29 1.085
4 N -2.741 -0.491 -0.040  C2 1.505, C5 1.488, C20 1.505, H30 1.082
5 C -3.600 0.696 0.216  N4 1.488, C6 1.535, H31 1.089, H32 1.089
6 C -2.847 1.944 0.697  C5 1.535, N7 1.454, H33 1.099, H34 1.091
7 N -2.029 2.613 -0.301  C6 1.454, C8 1.437, H35 1.009
8 C -0.641 2.840 -0.003  N7 1.437, C9 1.495, H36 1.096, H37 1.095
9 C 0.208 1.609 -0.005  C8 1.495, N10 1.298, O19 1.335
10 N -0.232 0.390 -0.080  C9 1.298, N11 1.350
11 N 0.833 -0.440 -0.077  N10 1.350, C12 1.301
12 C 1.889 0.315 0.000  N11 1.301, C13 1.439, O19 1.362
13 C 3.264 -0.109 0.034  C12 1.439, C14 1.396, C18 1.397
14 C 4.290 0.834 0.116  C13 1.396, C15 1.381, H38 1.080
15 C 5.605 0.410 0.147  C14 1.381, C16 1.387, H39 1.079
16 C 5.901 -0.944 0.097  C15 1.387, C17 1.388, H40 1.079
17 C 4.881 -1.882 0.015  C16 1.388, C18 1.380, H41 1.079
18 C 3.563 -1.472 -0.016  C13 1.397, C17 1.380, H42 1.078
19 O 1.542 1.632 0.048  C9 1.335, C12 1.362
20 C -2.791 -1.498 1.077  N4 1.505, C21 1.524, C22 1.523, H43 1.091
21 C -2.354 -0.872 2.396  C20 1.524, H44 1.087, H45 1.086, H46 1.087
22 C -4.151 -2.171 1.210  C20 1.523, H47 1.086, H48 1.086, H49 1.087
23 H -3.192 0.804 -2.485  C1 1.086
24 H -2.716 -0.560 -3.461  C1 1.086
25 H -1.530 0.183 -2.400  C1 1.087
26 H -4.017 -1.345 -1.491  C2 1.094
27 H -2.124 -2.630 -2.638  C3 1.086
28 H -1.064 -2.140 -1.324  C3 1.088
29 H -2.462 -3.193 -1.020  C3 1.085
30 H -1.716 -0.144 -0.055  N4 1.082
31 H -4.150 0.949 -0.689  C5 1.089
32 H -4.341 0.438 0.973  C5 1.089
33 H -3.618 2.655 1.024  C6 1.099
34 H -2.235 1.705 1.568  C6 1.091
35 H -2.165 2.256 -1.235  N7 1.009
36 H -0.560 3.325 0.977  C8 1.096
37 H -0.233 3.540 -0.739  C8 1.095
38 H 4.052 1.886 0.155  C14 1.080
39 H 6.400 1.135 0.210  C15 1.079
40 H 6.929 -1.270 0.121  C16 1.079
41 H 5.117 -2.934 -0.024  C17 1.079
42 H 2.756 -2.184 -0.079  C18 1.078
43 H -2.044 -2.253 0.824  C20 1.091
44 H -2.253 -1.661 3.136  C21 1.087
45 H -3.076 -0.156 2.777  C21 1.086
46 H -1.383 -0.394 2.294  C21 1.087
47 H -4.084 -2.935 1.979  C22 1.086
48 H -4.457 -2.658 0.289  C22 1.086
49 H -4.930 -1.475 1.510  C22 1.087

=====

DFT (the ωB97M-V functional and the def2-TZVPD basis) results for a cluster of 17 separate species, C4H39NO16 in total at a distorted geometry.

## Properties
E_HOMO = -7.5 eV
orbital gap = 7.0 eV
multiplicity = 1
ΔE to the lowest compared entry with this formula, charge and spin = 5.449 eV
LUMO = -0.6 eV
max |F| = 3.72 eV/Å

Last columns: bonded neighbours and bond lengths (Å).
Geometry (Å):
1 N -0.370 -0.573 -0.025  C2 1.353, H6 1.013, H7 1.052
2 C 0.103 0.129 -1.080  N1 1.353, C3 1.394, H8 1.101
3 C -0.456 -0.059 -2.344  C2 1.394, C4 1.420, H9 1.088
4 C 0.140 0.596 -3.453  C3 1.420, C5 1.371, H10 1.077
5 C 1.101 1.569 -3.551  C4 1.371, H11 1.058, H12 1.054
6 H 0.232 -0.652 0.785  N1 1.013
7 H -1.232 -1.174 -0.055  N1 1.052
8 H 1.113 0.557 -1.168  C2 1.101
9 H -1.132 -0.913 -2.362  C3 1.088
10 H -0.210 0.338 -4.439  C4 1.077
11 H 1.553 1.818 -4.475  C5 1.058
12 H 1.435 1.895 -2.605  C5 1.054
13 H 3.570 -1.139 -1.509  O15 0.955
14 H 2.247 -2.178 -1.741  O15 0.962
15 O 3.096 -1.951 -1.347  H13 0.955, H14 0.962
16 H 2.435 -0.801 3.893  O18 0.984
17 H 1.283 -0.463 4.810  O18 0.965
18 O 1.903 -1.179 4.628  H16 0.984, H17 0.965
19 H -3.529 2.478 -1.564  O21 0.973
20 H -2.743 2.538 -0.331  O21 0.963
21 O -3.666 2.481 -0.600  H19 0.973, H20 0.963
22 H -0.468 2.823 -0.094  O24 0.982
23 H -0.803 2.734 -1.597  O24 0.957
24 O -0.873 2.245 -0.777  H22 0.982, H23 0.957
25 H -3.918 0.740 0.861  O27 0.964
26 H -2.561 1.097 1.120  O27 0.984
27 O -3.230 0.472 1.481  H25 0.964, H26 0.984
28 H -1.246 -1.448 2.699  O30 0.965
29 H -0.028 -2.354 2.405  O30 0.979
30 O -0.970 -2.373 2.674  H28 0.965, H29 0.979
31 H 0.747 3.992 1.671  O33 0.948
32 H 1.137 2.443 1.282  O33 0.948
33 O 0.654 3.239 1.103  H31 0.948, H32 0.948
34 H 1.407 1.117 3.077  O36 0.960
35 H 0.395 1.530 4.202  O36 0.981
36 O 1.247 1.758 3.774  H34 0.960, H35 0.981
37 H -4.889 0.577 -0.820  O39 0.953
38 H -3.696 -0.116 -1.500  O39 0.967
39 O -4.526 -0.278 -1.031  H37 0.953, H38 0.967
40 H 3.428 0.802 -2.189  O42 0.992
41 H 4.338 0.893 -1.145  O42 0.972
42 O 4.341 0.455 -2.012  H40 0.992, H41 0.972
43 H -2.376 1.195 3.934  O45 0.961
44 H -1.916 -0.250 4.367  O45 0.959
45 O -1.625 0.640 4.163  H43 0.961, H44 0.959
46 H -2.105 -2.916 -1.174  O48 0.972
47 H -2.693 -3.221 -2.553  O48 0.953
48 O -1.939 -3.402 -1.999  H46 0.972, H47 0.953
49 H 3.366 -2.611 0.266  O51 0.987
50 H 4.716 -1.979 0.483  O51 0.962
51 O 4.121 -2.608 0.901  H49 0.987, H50 0.962
52 H 3.596 2.365 1.078  O54 0.956
53 H 2.981 2.861 -0.239  O54 0.977
54 O 3.146 2.058 0.292  H52 0.956, H53 0.977
55 H -3.643 -1.933 0.674  O57 0.949
56 H -2.324 -2.557 1.517  O57 0.963
57 O -2.816 -2.397 0.705  H55 0.949, H56 0.963
58 H 0.677 -3.764 -3.157  O60 0.997
59 H 0.398 -2.248 -3.046  O60 0.960
60 O 1.078 -2.901 -2.863  H58 0.997, H59 0.960

=====

> Which of these has the lowest E_HOMO?

C17H27N4O